Density functional theory data (ωB97M-V/def2-TZVPD) for C4H6F2S as an isolated structure at a distorted geometry.

XYZ file:
```
13
Properties=species:S:1:pos:R:3:nbo_charge:R:1
S 0.3781 1.9092 -0.6971 0.19
C 0.2169 -0.1418 0.3806 0.24
H -1.5058 -1.4458 0.5718 0.17
F 1.0667 -0.8120 1.3785 -0.37
H 2.3057 0.1727 -0.2999 0.26
F -1.2323 -0.7403 -1.3953 -0.35
H -1.4864 1.2794 0.4656 0.23
C 1.1191 0.2492 -0.5675 -0.53
H 0.9163 -0.1327 -1.5691 0.24
H -0.2375 1.6934 1.7197 0.24
H -0.3846 -2.1304 -0.5135 0.19
C -0.7121 -1.1157 -0.2130 0.03
C -0.4441 1.2150 0.7390 -0.54
```

The calculation puts the gap between HOMO and LUMO at 9.64 eV. The calculation puts the HOMO energy at -0.3237 hartree. The calculation puts the energy above the lowest of the compared OMol25 structures with the same formula, charge and spin at 44.9 kcal per mole.

---

Density functional theory data (ωB97M-V/def2-TZVPD) for C31H50BrN3OP2Re as an isolated structure at a distorted geometry.

XYZ file:
```
89
Properties=species:S:1:pos:R:3:lowdin_spin:R:1
H 0.4519 -6.3789 -2.6835 0.00
H -1.2104 -6.7678 -2.2394 0.00
N -0.7786 1.1558 3.1554 0.00
C -3.5854 -4.5481 3.8603 0.00
H 2.2460 1.5005 4.5470 0.00
C 1.7362 -0.0585 3.1820 0.00
N 0.5517 -0.6694 2.6053 0.00
H -1.2439 2.4040 0.2402 0.00
C -4.7486 1.1153 -3.1726 0.00
H 2.2622 -5.3422 -2.8750 0.00
C -1.3188 -0.9854 -4.4050 0.05
H -3.6157 -4.2352 4.9055 0.00
H -3.2785 2.7163 -2.9582 0.01
H 0.2556 -4.7522 -4.8943 0.00
H 0.7906 2.5496 2.9186 0.00
C 0.3330 1.9088 3.6950 0.00
H 0.4069 -2.5944 -6.6739 0.00
C -0.0230 -3.6899 -4.8719 0.02
H -3.5960 -5.7741 0.2261 0.00
C 1.3552 0.9473 4.2348 0.00
H -0.5852 -4.5805 -1.2513 0.00
H 2.0859 -2.2534 -2.7209 0.00
C -2.5153 -2.1901 -1.9194 0.10
C -1.0952 -1.7284 -1.8250 0.16
H -2.6114 1.1882 -3.5592 0.00
C 1.6634 -3.2538 -2.5435 0.00
C -3.1596 -2.0898 -3.1983 0.00
H -4.1929 -2.4440 -3.2464 0.00
C -2.6293 -3.1634 0.5335 0.10
Br -0.7845 0.2675 -5.5533 0.03
H 1.2001 -1.8936 -5.2660 0.00
H 0.0061 3.7768 -1.3833 0.00
H -0.8125 3.0287 -2.7631 0.00
H -3.3674 3.9717 -0.1342 0.00
H -3.2932 -1.2731 -5.1651 0.00
H -5.0071 1.3981 -4.2014 0.00
H 0.9562 0.4319 5.1155 0.00
N -3.9599 -5.7901 3.5779 0.01
Re -1.8961 -1.5473 0.0147 1.50
H 2.3497 -0.8547 3.6116 0.00
H 3.5850 -4.1767 -2.8190 0.00
C -3.1533 -3.6512 2.8722 0.01
C -4.0716 1.8925 -0.0894 0.04
H -4.2860 -7.2370 2.1375 0.00
H -2.1996 2.3375 2.1123 0.00
H -0.2576 -2.2728 -1.2139 0.05
H -4.8012 0.0209 -3.1027 0.00
H -2.8795 -2.6316 3.1447 0.00
C 0.7612 -1.9539 1.9491 0.03
C -0.8686 -4.6527 -2.3137 0.01
C -0.5999 0.0113 2.4766 0.01
C -2.6220 -1.4530 -4.3237 0.04
H 2.5767 -4.2733 -4.2617 0.00
H 1.2973 -2.6060 2.6532 0.00
C -0.9366 3.3219 -1.7128 0.02
H -0.1977 -2.4353 1.6916 0.02
C -3.0991 -2.7965 -0.7348 0.10
H -4.9934 1.3425 -0.3367 0.00
H -3.8195 1.6191 0.9479 0.00
C -0.4742 -1.3488 -3.1810 0.04
C -3.1012 -4.0959 1.5479 0.02
C -3.5557 -5.3923 1.2451 0.01
C -1.2287 2.1201 -0.8243 0.05
C -3.9583 -6.2122 2.3128 0.00
C 2.5560 -4.3274 -3.1681 0.00
H -5.5025 1.5524 -2.5037 0.00
H -4.9819 3.7287 0.5494 0.00
O -1.5758 -0.3946 1.7314 0.07
H 2.3233 0.4355 2.3867 0.00
H -2.8825 1.1160 3.2313 0.00
C -3.3416 1.6219 -2.8573 0.05
H 0.4385 -0.7476 -3.0905 0.00
H -0.4244 1.3716 -0.9325 0.01
C -4.2938 3.3939 -0.2367 0.02
H 1.8270 -3.3932 -5.9896 0.00
H -1.7165 4.0907 -1.6437 0.00
H -1.9490 -4.4675 -2.3779 0.00
H 1.3778 -1.8475 1.0413 0.00
H -0.8792 -6.1944 -3.8688 0.00
C -0.5906 -6.0696 -2.8200 0.00
H -4.7561 3.6451 -1.1998 0.00
H 1.6172 -3.3887 -1.4519 0.00
H -1.0586 -3.6257 -5.2343 0.00
H -0.0611 2.5609 4.4743 0.00
H -2.0833 2.5768 3.8678 0.00
C -2.0634 1.8237 3.0742 0.00
P -0.0613 -3.2239 -3.1173 0.03
P -2.7703 1.1573 -1.1658 0.33
C 0.9114 -2.8434 -5.7340 0.00
```

The calculation puts the gap between HOMO and LUMO (spin up / spin down) at 4.85 / 4.03 eV. As for the net charge: +4. The calculation puts the HOMO energy (spin up / spin down) at -0.6939 / -0.6932 hartree. Its spin multiplicity is 4.

---

Density functional theory data (ωB97M-V/def2-TZVPD) for C37H44N11O3S2Ti as an isolated structure at a distorted geometry.

XYZ file:
```
98
Properties=species:S:1:pos:R:3:lowdin_spin:R:1
H -10.7337 -21.5361 -10.1560 0.00
C -12.1631 -17.7255 -10.4978 0.00
N -7.2278 -15.2634 -9.5272 0.00
H -5.5317 -15.7982 -13.4106 0.00
C -9.1399 -23.2430 -7.9354 0.00
H -4.4452 -17.6777 -10.4006 0.00
H -12.0738 -20.7330 -11.0236 0.00
N -2.4813 -16.7275 -8.9643 0.00
H -6.5708 -18.5219 -9.6453 0.00
N -12.8500 -13.5094 -7.3121 0.00
N -11.6568 -17.4516 -9.0604 0.01
H -9.6615 -19.9117 -10.9715 0.00
C -6.1679 -15.1117 -7.3650 0.00
S -11.3240 -19.9969 -7.4655 0.00
H -12.7775 -16.6285 -7.4661 0.00
N -11.3070 -14.9956 -6.4958 0.00
C -7.0754 -22.9821 -6.8948 0.00
N -6.2728 -14.7452 -10.3606 0.00
H -9.9832 -23.8292 -8.2323 0.00
N -10.4383 -19.5363 -10.4441 0.00
H -10.9886 -16.3716 -3.4314 0.00
C -8.1720 -21.2008 -7.7848 0.00
H -13.0252 -18.3595 -10.5449 0.00
C -6.3512 -15.3123 -11.5810 0.00
C -11.3858 -15.7497 -4.2104 0.00
S -7.5554 -18.8266 -6.9523 0.01
H -4.4643 -14.2866 -9.2563 0.00
C -12.3744 -18.6047 -6.9558 0.01
H -9.9242 -16.2458 -5.7528 0.00
H -13.4355 -12.7797 -7.0282 0.00
H -12.4753 -16.7371 -10.8546 0.00
N -11.7323 -14.2399 -9.2613 0.00
Ti -9.6498 -18.3588 -8.6315 0.94
H -5.2727 -14.9255 -5.3422 0.00
C -13.1440 -14.3422 -5.1098 0.00
C -8.1789 -13.5073 -6.3796 0.00
C -3.6345 -17.2723 -8.4577 0.00
H -11.3414 -10.6155 -10.4316 0.00
H -4.7092 -13.3933 -10.7272 0.00
C -4.6731 -17.6699 -9.3266 0.00
C -11.3795 -11.6608 -10.1047 0.00
C -5.8755 -18.1744 -8.9044 0.00
C -12.6705 -17.5587 -7.9963 0.00
H -13.0552 -19.9681 -9.0561 0.00
C -5.3717 -15.0522 -12.6369 0.00
O -7.3825 -19.3393 -5.6095 0.00
C -12.1376 -13.2637 -8.4720 0.00
H -1.6564 -16.7316 -8.3797 0.00
C -12.2168 -20.5684 -8.8963 0.00
C -11.9605 -11.9625 -8.8909 0.00
H -8.1521 -24.9106 -6.8578 0.00
H -13.2218 -15.0218 -3.1195 0.00
H -13.2870 -18.9641 -6.4336 0.00
C -3.8512 -17.5343 -7.0815 0.00
C -10.8220 -15.6786 -5.4778 0.00
H -13.5762 -17.8971 -8.4938 0.00
C -8.1591 -23.8020 -7.1725 0.00
C -7.1448 -13.9123 -5.5618 0.00
H -3.0653 -17.2873 -6.3961 0.00
H -2.2573 -17.1176 -9.8786 0.00
C -11.0162 -13.9578 -10.3442 0.00
H -5.7365 -13.0333 -9.2937 0.00
C -7.3085 -16.3026 -11.4567 0.00
C -10.8105 -12.6868 -10.8331 0.00
C -6.0412 -18.3222 -7.5709 0.00
H -4.3523 -15.0727 -12.2854 0.00
H -14.0142 -13.7150 -5.0174 0.00
C -8.2718 -13.9963 -7.6964 0.00
C -12.6168 -15.0569 -4.0299 0.00
C -7.2661 -14.8422 -8.1432 0.00
C -12.4493 -14.3483 -6.3018 0.00
C -11.0572 -18.4520 -11.2744 0.00
H -12.6653 -21.5538 -8.7197 0.00
H -5.5578 -14.0524 -13.0920 0.00
O -8.5045 -17.6572 -7.1268 0.02
H -8.9062 -12.8208 -5.9398 0.00
H -10.2984 -12.5563 -11.8102 0.00
H -7.0975 -13.5864 -4.5243 0.00
H -5.3673 -15.7384 -7.7504 0.00
H -11.4788 -18.8037 -12.2067 0.00
H -11.3565 -16.4749 -9.0647 0.00
N -7.0599 -21.6486 -7.2161 0.00
H -5.2880 -18.1788 -5.5600 0.00
C -6.1090 -14.7066 -6.0268 0.00
C -7.8704 -16.2524 -10.1718 0.00
H -6.1846 -23.3795 -6.4019 0.00
N -9.1609 -21.9441 -8.2653 0.00
C -5.2444 -13.8233 -9.8851 0.00
H -10.7562 -14.7832 -10.9798 0.00
H -10.3113 -17.7203 -11.5913 0.00
C -5.0769 -18.0149 -6.6291 0.00
H -9.0664 -13.7062 -8.3643 0.00
N -8.2843 -19.8067 -7.9722 0.00
O -8.8933 -16.9096 -9.7028 0.00
H -11.8135 -18.2332 -6.1016 0.00
H -7.6402 -16.9221 -12.3241 0.00
H -12.2469 -11.0721 -8.3039 0.00
C -11.3883 -20.6759 -10.1963 0.00
```

The calculation puts the gap between HOMO and LUMO (spin up / spin down) at 7.89 / 8.21 eV. As for the net charge: +2. The calculation puts the HOMO energy (spin up / spin down) at -0.4596 / -0.4596 hartree. The calculation puts the energy above the lowest of the compared OMol25 structures with the same formula, charge and spin at 6.8 kcal per mole. Its spin multiplicity is 2.

---

Density functional theory data (ωB97M-V/def2-TZVPD) for a 12-piece molecular cluster, BF4H22O11 overall at a distorted geometry.

XYZ file:
```
38
Properties=species:S:1:pos:R:3:nbo_charge:R:1
H 0.4756 -3.3063 2.7497 0.45
H 0.5715 2.4978 -0.9020 0.49
O 1.1099 1.0963 -4.0388 -0.94
F 0.6240 -0.7877 0.5186 -0.57
H -3.3768 2.1047 1.7794 0.46
H 1.3716 -1.2833 -1.9526 0.48
H 1.5875 -2.7801 -2.0211 0.46
O 1.2988 -2.0323 -2.5441 -0.94
O -1.5042 -1.2394 2.0901 -0.94
O 2.9936 -1.9852 1.9080 -0.95
H -0.6977 -0.8940 2.4729 0.47
H 0.0734 -2.8610 1.3598 0.49
F -1.0311 -0.9002 -0.9148 -0.55
O 2.3514 1.0619 1.3841 -0.96
H -2.4164 1.1431 1.1124 0.49
H 1.5981 0.6622 0.9495 0.48
H -1.3615 -1.1902 1.1449 0.47
H 2.2946 -2.3453 2.4538 0.46
H -0.0762 3.2804 3.2260 0.46
H 0.9536 3.9587 -0.7934 0.46
H 2.7770 -1.0568 1.8221 0.49
O -3.3276 1.4358 1.0965 -0.96
H -2.0825 1.5056 -1.3108 0.48
H 0.8026 1.9764 -4.2561 0.46
H -1.7832 -2.2587 -1.7022 0.49
O 0.7592 3.1857 -0.2634 -0.95
H 2.9086 1.3658 0.6676 0.47
H 0.2743 2.4959 1.9796 0.50
O -1.9945 -3.1344 -2.0258 -0.96
O -2.2434 1.7216 -2.2293 -0.95
F 0.7898 0.4252 -1.2705 -0.57
F -0.6127 1.0096 0.3373 -0.56
O -0.0353 2.3892 2.8790 -0.95
O 0.3563 -3.6289 1.8564 -0.94
H 0.9745 1.0212 -3.0942 0.48
B -0.1211 -0.0494 -0.3670 1.30
H -2.9208 1.1045 -2.5059 0.47
H -1.3608 -3.7086 -1.5957 0.46
```

The calculation puts the gap between HOMO and LUMO at 10.58 eV. As for the net charge: -1. The calculation puts the HOMO energy at -0.2937 hartree. The calculation puts the energy above the lowest of the compared OMol25 structures with the same formula, charge and spin at 26.3 kcal per mole.

---

Density functional theory data (ωB97M-V/def2-TZVPD) for one molecule with the formula C5H6ClNO at a distorted geometry.

XYZ file:
```
14
Properties=species:S:1:pos:R:3:nbo_charge:R:1
C -1.0083 1.2797 -0.7081 0.16
H 1.9788 -0.2268 -1.1301 0.25
Cl 2.1624 -1.5100 1.6193 -0.05
O 0.2197 0.7300 -1.0978 -0.51
C 0.9912 -0.3089 -0.5665 -0.01
H -1.2347 2.0495 -1.3992 0.19
H -1.9882 -0.0851 0.7046 0.20
C 1.1825 -0.1371 1.0203 -0.38
H 0.2075 -0.1312 1.6412 0.25
C 0.3793 -1.6186 -0.8364 0.23
C -1.9696 0.9010 0.1788 -0.51
H 1.8608 0.6424 1.1515 0.23
H -2.8986 1.2538 0.2934 0.21
N 0.1174 -2.8387 -0.8710 -0.27
```

The calculation puts the gap between HOMO and LUMO at 10.34 eV. The structure (SMILES) is C=CO[C@H](C#N)CCl. The calculation puts the HOMO energy at -0.3582 hartree. The calculation puts the energy above the lowest of the compared OMol25 structures with the same formula, charge and spin at 78.9 kcal per mole.

---

Density functional theory data (ωB97M-V/def2-TZVPD) for one molecule with the formula C23H16ClN5OS at a distorted geometry.

XYZ file:
```
47
Properties=species:S:1:pos:R:3:nbo_charge:R:1
C -2.7323 1.3142 -0.0796 -0.15
H 6.9017 0.4853 1.0315 0.22
H -3.3350 -4.4251 0.6422 0.23
C 0.1784 -1.2147 1.1482 -0.12
H -4.0502 -3.3812 1.8685 0.22
H 6.1137 2.8057 0.9149 0.22
H 0.0967 1.8943 -4.3422 0.21
H 1.1256 -3.0990 0.8055 0.24
C -0.7116 2.5512 -1.5491 -0.21
N 2.5868 -1.0114 1.1480 -0.42
C 3.1464 1.2503 1.0251 -0.13
C 3.5861 -0.0928 1.0912 0.07
C 5.3942 2.0025 0.9641 -0.20
C -3.5229 -3.3901 0.9135 -0.64
H -4.2307 -1.0510 1.7127 0.42
Cl -3.1294 3.5008 1.4605 0.05
S 1.4110 1.2999 1.0419 0.32
C -2.3738 2.6359 0.1799 -0.01
C -0.0220 -0.8372 -2.7185 0.15
N 0.6571 -1.1730 -3.7687 -0.27
N 0.7763 -0.0871 -4.5505 -0.27
C -1.3749 3.2522 -0.5631 -0.22
C -2.0906 0.6284 -1.1025 -0.21
C -2.2342 -2.6330 1.0133 -0.04
N -0.3620 0.4884 -2.7718 -0.40
C 5.8406 0.6833 1.0302 -0.22
C 1.4218 -0.4807 1.1399 0.12
C -1.0352 -0.5570 1.3243 -0.21
C 0.1826 -2.5946 0.9379 -0.17
C 4.9517 -0.3674 1.0937 -0.18
H -4.1771 -2.9481 0.1623 0.23
H -2.3848 -0.3831 -1.3391 0.23
H 0.0925 3.0168 -2.0974 0.23
H -1.1068 4.2732 -0.3455 0.24
H 3.6971 3.3203 0.9117 0.22
O -4.9221 1.0783 0.8448 -0.57
H 5.2831 -1.3919 1.1452 0.23
H -1.0396 0.4995 1.5428 0.23
C -1.0120 -3.2841 0.8960 -0.20
C 4.0457 2.3004 0.9609 -0.25
C -1.0636 1.2307 -1.8164 0.22
C -3.8039 0.6331 0.7196 0.67
N -3.4582 -0.5619 1.2767 -0.63
H -0.2621 -1.4825 -1.8986 0.21
C -2.2348 -1.2448 1.2121 0.21
C 0.1829 0.8996 -3.9575 0.15
H -1.0021 -4.3528 0.7413 0.22
```

The calculation puts the gap between HOMO and LUMO at 8.29 eV. The structure (SMILES) is Cc1ccc(-c2nc3ccccc3s2)cc1NC(=O)c1cc(-n2cnnc2)ccc1Cl. The calculation puts the HOMO energy at -0.3165 hartree. The calculation puts the energy above the lowest of the compared OMol25 structures with the same formula, charge and spin at 0.0 kcal per mole.

---

Density functional theory data (ωB97M-V/def2-TZVPD) for a 3-piece molecular cluster, C4H7NO2 overall at a distorted geometry.

XYZ file:
```
14
Properties=species:S:1:pos:R:3:nbo_charge:R:1
H -0.6624 2.1907 -1.1471 0.23
O -1.8737 -1.2665 1.1530 -0.52
H 2.9547 -1.1718 0.8086 0.15
C -1.1404 -1.6488 1.9330 0.52
H -1.6653 0.2648 -2.5592 0.10
H 1.7202 -0.2422 2.4485 0.34
H 1.7167 -0.5065 -0.4205 0.19
O -0.1527 -0.7636 -1.7352 -0.54
C -0.9297 0.1647 -1.7322 0.45
C 2.0410 -0.5961 0.6172 -0.04
H -0.3385 1.0049 0.1622 0.26
H -2.0175 1.3854 -0.3596 0.23
N 1.3296 -0.0596 1.5217 -0.63
C -0.9821 1.2446 -0.6905 -0.74
```

The calculation puts the gap between HOMO and LUMO at 10.99 eV. The calculation puts the HOMO energy at -0.3619 hartree. The calculation puts the energy above the lowest of the compared OMol25 structures with the same formula, charge and spin at 52.5 kcal per mole.